# 1
Computed, not measured: 2 unconnected molecules or ions with the total composition C3H11NS at a distorted geometry, with ωB97M-V/def2-TZVPD.

```
! RIJCOSX wB97M-V def2-TZVPD def2/J DEFGRID3
* xyz 0 1
C -1.784 -2.330 0.736
S -2.131 -0.903 -0.417
H -2.593 -2.425 1.452
H -1.717 -3.278 0.212
H -0.847 -2.092 1.225
C 1.724 0.475 -1.260
N 0.608 1.170 -0.691
C 0.895 1.869 0.528
H 1.582 0.206 -2.305
H 2.602 1.130 -1.247
H 2.041 -0.388 -0.652
H -0.316 0.775 -0.739
H -2.977 -0.469 0.525
H 0.005 2.382 0.897
H 1.664 2.629 0.362
H 1.245 1.249 1.373
*
```

Its relative energy (zero: lowest compared OMol25 entry of this formula, charge and spin) is 90.9 kJ/mol. The value obtained for the HOMO energy is -8.024 eV. Its gap between HOMO and LUMO is 8.76 eV. Its LUMO energy is 0.74 eV. The total energy comes out at -573.79691 a.u. The structure (SMILES) is CNC.CS.

=====

# 2
Computed, not measured: 2 unconnected molecules or ions with the total composition C2H3I3Si at a distorted geometry, with ωB97M-V/def2-TZVPD.

```
! RIJCOSX wB97M-V def2-TZVPD def2/J DEFGRID3
* xyz 0 1
C -0.890 -0.302 -0.458
C 0.034 -0.472 0.493
Si 1.646 0.494 0.421
I 3.119 -1.525 -0.044
I 2.324 2.534 -0.811
I -3.730 0.724 0.726
H -1.763 -0.859 -0.462
H -0.674 0.629 -1.064
H -0.067 -1.223 1.199
*
```

Its relative energy (zero: lowest compared OMol25 entry of this formula, charge and spin) is 331.3 kJ/mol. The value obtained for the HOMO energy (spin up / spin down) is -9.652 / -7.823 eV. Its gap between HOMO and LUMO (spin up / spin down) is 8.01 / 4.59 eV. Its LUMO energy (spin up / spin down) is -1.64 / -3.23 eV. The total energy comes out at -1260.53948 a.u.